(1)
A molecular structure, C3H2F3NO5PmS2 at a distorted geometry. Source: the OMol25 dataset; level of theory: ωB97M-V with the def2-TZVPD basis set.

Geometry as XYZ:
```
17
Properties=species:S:1:pos:R:3:lowdin_charge:R:1
C 2.73468 2.48845 0.66089 -0.256
C 3.66617 2.20872 1.53378 -0.365
O 4.47885 1.89620 2.31815 0.181
Pm 0.31113 1.83711 0.93146 1.957
H 2.88438 3.41478 0.09374 0.030
N -0.18332 -1.13298 -1.38571 -0.289
S -0.26118 0.69350 -1.91555 0.590
O 0.82847 0.72452 -2.91411 -0.406
O -1.58936 0.95139 -2.50575 -0.396
S -0.75829 -1.56975 0.02065 0.686
O -0.53826 -0.40125 0.93159 -0.554
O -0.28338 -2.85910 0.48162 -0.219
C -2.62006 -1.70117 0.05652 -0.691
F -3.15543 -0.51528 -0.15123 0.163
F -2.99647 -2.54655 -0.88266 0.193
F -3.00010 -2.13662 1.24167 0.191
H 0.73300 -1.67355 -1.72152 0.185
```

Its spin multiplicity is 5. Its total charge is +1. Its orbital gap (alpha / beta) is 6.192 / 7.017 eV. For the strongest force on any atom, the calculation gives 0.062 Eh/bohr. The calculation puts the molar mass at 398.2 g mol⁻¹. The calculation puts the total energy at -2250.4333 Ha.

=====

(2)
A molecular structure, C35H42BrN6O2PPbSSb. Source: the OMol25 dataset; level of theory: ωB97M-V with the def2-TZVPD basis set.

Geometry as XYZ:
```
90
Properties=species:S:1:pos:R:3:lowdin_charge:R:1
Pb 0.32263 -0.23044 0.48998 0.920
C 4.12568 -0.95719 0.34187 -0.052
C 3.71698 -0.90001 1.78109 -0.382
C 4.43925 -1.60208 2.74390 -0.023
C 4.06099 -1.52397 4.06649 -0.046
C 2.97577 -0.72537 4.40127 -0.133
C 2.29616 -0.05735 3.39219 -0.470
N 2.65969 -0.14506 2.10625 -0.023
Sb 0.70972 1.18428 4.15709 1.529
C -0.95590 -0.14600 3.84826 -0.451
C -1.92827 -0.13266 4.83342 -0.125
C -3.01717 -0.98867 4.70893 -0.045
C -3.07659 -1.83235 3.62295 -0.009
C -2.06203 -1.79613 2.66656 -0.330
C -2.09137 -2.73778 1.50219 -0.058
N -1.02903 -0.95656 2.78164 -0.015
C 0.18259 2.58117 2.58802 -0.455
C 0.24752 3.90990 2.98798 -0.138
C -0.28202 4.89359 2.16366 -0.045
C -0.89583 4.51129 0.98919 -0.017
C -0.92931 3.16223 0.64105 -0.337
C -1.64763 2.69426 -0.58386 -0.053
N -0.36365 2.22819 1.41527 -0.021
H 4.90743 -0.22222 0.13391 0.089
H 3.28502 -0.75031 -0.31541 0.025
H 4.51560 -1.94251 0.08993 0.088
H 5.28332 -2.20610 2.43906 0.121
H 4.60243 -2.06653 4.83050 0.115
H 2.66955 -0.62236 5.43480 0.085
H -1.83985 0.52829 5.68596 0.086
H -3.80044 -0.99455 5.45592 0.114
H -3.90387 -2.51628 3.49071 0.122
H -1.58243 -3.66629 1.77112 0.079
H -1.58495 -2.32658 0.62946 -0.002
H -3.11485 -2.96325 1.21566 0.073
H 0.69288 4.17211 3.93885 0.083
H -0.23768 5.93638 2.45033 0.116
H -1.35774 5.23894 0.33560 0.119
H -1.93274 3.53147 -1.21898 0.094
H -2.54164 2.14745 -0.27365 0.062
H -1.04143 1.99847 -1.16415 -0.004
Br -0.93465 -0.72922 -1.91265 -0.042
C 1.36636 3.19039 -2.06443 -0.247
P 2.08786 1.83914 -1.05952 0.835
C 3.14165 2.78503 0.09134 -0.261
C 3.24320 1.09957 -2.25846 -0.404
C 4.57996 1.47400 -2.37159 -0.095
C 5.40190 0.86678 -3.31017 -0.075
C 4.89344 -0.11496 -4.14842 -0.077
C 3.56266 -0.49317 -4.04177 -0.081
C 2.74171 0.10319 -3.09622 -0.114
H 2.16273 3.77705 -2.52487 0.055
H 0.76033 3.84173 -1.43472 0.026
H 0.73569 2.76973 -2.84735 0.050
H 3.73820 3.54372 -0.41703 0.047
H 3.79282 2.11178 0.64669 0.033
H 2.48607 3.28356 0.80863 0.029
H 4.99251 2.23836 -1.72541 0.096
H 6.43957 1.16376 -3.38911 0.107
H 5.53405 -0.58347 -4.88410 0.106
H 3.16247 -1.25761 -4.69575 0.095
H 1.70823 -0.21300 -2.99918 0.038
O -4.33870 -1.63086 -0.32422 0.095
C -3.96225 -0.35936 -0.28242 -0.541
O -3.34216 0.11366 0.64016 0.060
C -4.38236 0.45017 -1.50952 -0.270
N -5.18430 -0.39582 -2.40944 -0.026
C -6.54804 0.16870 -2.51248 -0.181
C -6.67975 1.02972 -1.26188 -0.160
C -5.28152 1.63003 -1.12800 -0.129
H -3.44731 0.76154 -1.97801 0.101
H -4.82527 -1.70119 -1.18620 0.108
H -4.74410 -0.50342 -3.31159 0.125
H -7.28998 -0.62726 -2.56220 0.113
H -6.65049 0.78641 -3.40970 0.117
H -6.90673 0.40388 -0.39522 0.119
H -7.46561 1.77722 -1.35054 0.115
H -5.05443 2.01668 -0.13621 0.117
H -5.14999 2.43650 -1.85237 0.121
S 1.46718 -3.14131 0.90147 0.633
C 1.46700 -3.81314 -0.62769 -0.803
N 1.18789 -5.14952 -0.77762 0.073
C 1.14151 -5.77277 -1.97416 -0.047
C 1.37831 -5.05419 -3.10016 -0.024
C 1.67417 -3.68702 -2.91099 -0.097
N 1.73045 -3.09348 -1.74767 0.076
H 0.99997 -5.65877 0.07525 0.142
H 0.90938 -6.82797 -1.95885 0.138
H 1.34655 -5.50571 -4.07818 0.112
H 1.87705 -3.05853 -3.77244 0.108
```

The calculation puts the energy above the lowest of the compared OMol25 structures with the same formula, charge and spin at 0.0 kcal/mol. Its total charge is +1. Its orbital gap is 7.622 eV. For the strongest force on any atom, the calculation gives 0.009 Eh/bohr. The calculation puts the molar mass at 1050.7 g mol⁻¹. The calculation puts the total energy at -5584.5015 Ha.

=====

(3)
C2H7N3 in the gas phase at a distorted geometry. Source: the OMol25 dataset; level of theory: ωB97M-V with the def2-TZVPD basis set.

Geometry as XYZ:
```
12
Properties=species:S:1:pos:R:3:lowdin_charge:R:1
C -0.55175 0.57109 1.54303 -0.037
C 0.20916 -0.03771 0.37670 -0.526
H -1.53902 0.91397 1.27475 0.057
H -0.63783 -0.20102 2.32792 0.086
H -0.00410 1.42406 1.93679 0.076
H 1.75220 -0.98162 -0.22174 0.018
H -1.32376 0.58507 -0.89628 0.131
H 1.00613 -0.01491 -2.14299 0.075
H 0.12038 -1.39255 -1.97005 0.082
N 1.33028 -0.59393 0.61823 0.104
N -0.43067 0.10626 -0.81789 -0.081
N 0.06897 -0.37871 -2.02847 0.015
```

The calculation puts the energy above the lowest of the compared OMol25 structures with the same formula, charge and spin at 22.6 kcal/mol. Its total charge is 0. Its orbital gap is 10.184 eV. For the strongest force on any atom, the calculation gives 0.021 Eh/bohr. As for the SMILES: [H]/N=C(/C)NN. The calculation puts the molar mass at 73.1 g mol⁻¹. The calculation puts the total energy at -244.6394 Ha.

=====

(4)
3 unconnected molecules or ions with the total composition C4H9NO2 at a distorted geometry. Source: the OMol25 dataset; level of theory: ωB97M-V with the def2-TZVPD basis set.

Geometry as XYZ:
```
16
Properties=species:S:1:pos:R:3:lowdin_charge:R:1
C 2.20871 -0.45652 -1.28396 -0.085
N 1.06831 -0.00774 -0.52010 -0.011
C 1.14111 1.01078 0.32714 -0.332
O 0.21726 1.45156 1.03788 -0.059
C -1.80113 0.52358 0.58803 -0.013
C -1.90891 -0.88905 0.31770 -0.417
O -1.20120 -1.46143 -0.57543 -0.086
H 2.48561 -1.48098 -0.99995 0.086
H 1.97176 -0.44604 -2.35592 0.085
H 3.07222 0.19625 -1.10810 0.080
H 2.13327 1.49191 0.38142 0.132
H -1.99677 1.13434 1.47755 0.095
H -2.07389 1.20175 -0.25107 0.108
H -2.36493 -1.59983 1.05431 0.126
H -3.12042 -0.06902 0.58225 0.197
H 0.16044 -0.57631 -0.59547 0.093
```

The calculation puts the energy above the lowest of the compared OMol25 structures with the same formula, charge and spin at 103.4 kcal/mol. Its total charge is 0. Its orbital gap is 10.150 eV. For the strongest force on any atom, the calculation gives 0.105 Eh/bohr. The calculation puts the molar mass at 103.1 g mol⁻¹. The calculation puts the total energy at -362.9207 Ha.

=====

(5)
10 unconnected molecules or ions with the total composition C38H64N4O18 at a distorted geometry. Source: the OMol25 dataset; level of theory: ωB97M-V with the def2-TZVPD basis set.

Geometry as XYZ:
```
124
Properties=species:S:1:pos:R:3:lowdin_charge:R:1
C -0.20516 3.81567 -6.98108 -0.026
C 0.32750 2.42810 -7.19626 -0.312
C 1.65545 2.49034 -8.00997 -0.089
O 2.65789 1.96020 -7.16693 0.106
C 2.10141 1.58969 -6.03656 -0.516
O 2.73480 0.99274 -5.08967 0.029
O 0.78650 1.86521 -6.00928 0.030
H -1.01580 3.95215 -6.29253 0.073
H -0.76624 4.15038 -7.78401 0.061
H 0.51365 4.60326 -6.65320 0.095
H -0.29802 1.61024 -7.65829 0.144
H 1.86153 3.50650 -8.39640 0.142
H 1.56858 1.87597 -8.88589 0.106
C -0.99363 -2.91057 4.45248 -0.022
C 0.25404 -3.17397 5.32797 -0.243
C 1.62890 -3.09670 4.56278 -0.065
O 2.05548 -1.87032 5.02662 0.093
C 1.38872 -1.33372 5.98014 -0.571
O 1.68897 -0.27068 6.53157 0.107
O 0.34137 -2.12228 6.28384 0.087
H -1.85972 -2.65050 5.01752 0.050
H -1.35059 -3.82175 3.84977 0.111
H -0.79554 -2.10976 3.74587 0.071
H 0.14832 -4.07815 5.95521 0.159
H 1.60767 -3.26245 3.49326 0.107
H 2.27360 -3.81227 4.97520 0.118
C -0.57470 1.49825 -2.97320 -0.004
C -1.92134 0.83343 -3.17840 -0.226
C -1.87524 -0.11208 -4.39044 -0.093
O -1.68226 -1.35159 -3.80323 0.104
C -1.92233 -1.32211 -2.53790 -0.642
O -2.11484 -2.27855 -1.81195 0.133
O -1.98859 -0.11901 -2.11036 0.091
H 0.08969 0.67091 -2.98127 0.062
H -0.50273 1.90449 -2.03623 0.029
H -0.31813 2.23121 -3.83297 0.111
H -2.81583 1.47357 -3.11926 0.163
H -1.15495 0.06715 -5.11219 0.092
H -2.66192 -0.15301 -5.09668 0.130
C 0.54477 -4.28174 1.26743 -0.023
C -0.09730 -4.59502 -0.05247 -0.255
C 0.95530 -4.65064 -1.22274 -0.068
O 1.04089 -5.98150 -1.62226 0.147
C 0.17928 -6.66217 -1.03113 -0.655
O -0.01275 -7.84383 -1.20206 0.138
O -0.48409 -5.97184 -0.10242 0.102
H 1.34581 -4.95565 1.50802 0.096
H -0.07831 -4.52769 2.09250 0.060
H 0.87412 -3.25841 1.39024 0.063
H -0.82362 -3.89600 -0.41364 0.125
H 1.87678 -4.45647 -0.65343 0.135
H 0.76031 -3.90656 -1.95438 0.100
C -3.89972 -1.78518 3.08552 -0.032
O -3.67271 -0.35331 2.90812 -0.046
C -2.87768 0.18396 1.85610 -0.280
O -2.09783 -0.73368 1.07190 -0.084
O -2.88928 1.51605 1.62160 0.009
C -2.08223 2.01224 0.55053 -0.026
H -3.75430 -2.03779 4.13111 0.061
H -3.09599 -2.41167 2.69218 0.075
H -4.91735 -2.13136 2.84129 0.105
H -1.14113 1.51241 0.43920 0.058
H -1.88427 2.95303 0.91058 0.065
H -2.55814 2.05848 -0.43433 0.103
C -1.05112 0.88476 4.90073 -0.061
O -1.90304 -0.15019 5.29325 -0.024
C -2.71058 0.13329 6.37605 -0.389
O -2.61495 1.27473 7.10365 -0.010
O -3.63793 -0.78900 6.61313 0.010
C -4.59422 -0.42805 7.55696 -0.073
H -0.21514 0.87005 5.54352 0.050
H -1.49324 1.86728 4.96446 0.103
H -0.60226 0.81151 3.91679 0.074
H -5.49109 -0.92218 7.25428 0.082
H -4.94378 0.64509 7.59567 0.123
H -4.38530 -0.77274 8.56811 0.102
C 1.08103 -0.27371 2.16341 -0.110
C 1.89483 -0.16343 0.92680 -0.246
C 1.09279 -0.47179 -0.31382 -0.190
C 1.85882 -0.37085 -1.53322 -0.238
N 2.42741 -0.40438 -2.50679 0.208
H 0.77800 -1.26572 2.44913 0.043
H 0.19801 0.35668 2.14599 0.040
H 1.61349 0.27233 3.03086 0.109
H 2.70581 -0.99410 0.96125 0.152
H 2.35630 0.78731 0.72593 0.098
H 0.30586 0.35405 -0.48457 0.122
H 0.70953 -1.42972 -0.15460 0.089
C 0.92600 3.41668 7.08528 -0.093
C 0.68077 3.94957 5.73460 -0.276
C 1.46139 3.14032 4.77169 -0.222
C 1.14166 3.36851 3.40977 -0.197
N 0.88654 3.55855 2.26975 0.172
H 0.76577 2.39888 7.22434 0.055
H 0.24287 3.94580 7.72224 0.084
H 1.83849 3.63210 7.51794 0.063
H 1.12801 4.91506 5.60970 0.110
H -0.41735 4.09806 5.53167 0.139
H 1.33302 2.04960 5.02021 0.112
H 2.48661 3.51514 4.94181 0.150
C 1.38336 -3.21323 -4.65719 -0.119
C 1.21739 -2.06397 -5.62652 -0.234
C 0.00370 -2.37650 -6.64463 -0.096
C 0.21903 -1.40384 -7.79108 -0.180
N 0.37014 -0.62990 -8.64336 0.149
H 0.44482 -3.33801 -4.14003 0.053
H 2.17178 -2.95483 -3.94922 0.071
H 1.54924 -4.18465 -5.14516 0.088
H 2.15277 -2.00902 -6.17708 0.107
H 1.24452 -1.11086 -5.08487 0.080
H -0.95252 -2.04348 -6.14072 0.115
H 0.02025 -3.32410 -6.93452 0.057
C 1.60954 3.52573 -0.85474 -0.105
C 2.31766 4.24148 -2.01483 -0.257
C 1.84898 3.78217 -3.34548 -0.232
C 2.42352 4.54445 -4.47079 -0.193
N 2.94624 5.24200 -5.31609 0.138
H 0.59970 3.82198 -0.75875 0.046
H 2.14077 3.69959 0.15156 0.070
H 1.73652 2.40990 -1.00665 0.070
H 3.41881 4.08208 -2.02938 0.129
H 2.32803 5.32656 -2.00252 0.112
H 0.79083 3.96421 -3.43778 0.102
H 2.08485 2.73710 -3.65166 0.109
```

The calculation puts the energy above the lowest of the compared OMol25 structures with the same formula, charge and spin at 86.3 kcal/mol. Its total charge is 0. Its orbital gap is 10.637 eV. For the strongest force on any atom, the calculation gives 0.174 Eh/bohr. As for the SMILES: C[C@H]1COC(=O)O1.C[C@H]1COC(=O)O1.C[C@H]1COC(=O)O1.C[C@H]1COC(=O)O1.COC(=O)OC.COC(=O)OC.CCCC#N.CCCC#N.CCCC#N.CCCC#N. The calculation puts the molar mass at 864.9 g mol⁻¹. The calculation puts the total energy at -3059.4459 Ha.

=====

(6)
3 unconnected molecules or ions with the total composition C2H10NO3. Source: the OMol25 dataset; level of theory: ωB97M-V with the def2-TZVPD basis set.

Geometry as XYZ:
```
16
Properties=species:S:1:pos:R:3:lowdin_charge:R:1
C 1.14482 -0.74870 -1.81954 -0.182
N -0.18311 -0.14739 -1.84281 -0.135
C -0.40982 0.65740 -0.61118 -0.473
O -0.48216 -0.07354 0.52182 -0.310
H 1.31570 -1.35334 -0.92879 0.063
H 1.27266 -1.39462 -2.69064 0.054
H 1.90794 0.02744 -1.81557 0.065
H -0.83826 -0.92249 -1.72803 0.080
H 0.41170 1.39992 -0.59473 0.097
H -1.32715 1.23925 -0.82692 0.091
H 1.46251 0.59790 2.79048 0.001
H 0.84369 0.17855 1.42880 -0.029
O 1.71334 0.32026 1.90401 -0.140
H -1.59255 0.17030 1.66120 -0.023
H -2.93521 -0.33026 2.20127 -0.006
O -2.30407 0.37933 2.35062 -0.152
```

The calculation puts the energy above the lowest of the compared OMol25 structures with the same formula, charge and spin at 0.9 kcal/mol. Its total charge is -1. Its orbital gap is 8.237 eV. For the strongest force on any atom, the calculation gives 0.010 Eh/bohr. The calculation puts the molar mass at 96.1 g mol⁻¹. The calculation puts the total energy at -362.7059 Ha.

=====

(7)
A molecular structure, C3H3N3 at a distorted geometry. Source: the OMol25 dataset; level of theory: ωB97M-V with the def2-TZVPD basis set.

Geometry as XYZ:
```
9
Properties=species:S:1:pos:R:3:lowdin_charge:R:1
C 0.61850 -0.54792 0.05164 -0.076
C 0.12860 -0.12140 -1.26572 -0.260
N -1.09171 0.23873 -1.32461 0.081
N -1.44956 1.26050 0.14090 0.113
N -0.73254 1.10185 1.09154 -0.039
C 0.14729 0.00039 1.17403 -0.136
H 1.20510 -1.45829 0.10143 0.106
H 0.80423 -0.15697 -2.15000 0.110
H 0.37009 -0.31688 2.18080 0.101
```

The calculation puts the energy above the lowest of the compared OMol25 structures with the same formula, charge and spin at 86.0 kcal/mol. Its total charge is 0. Its orbital gap (alpha / beta) is 8.808 / 8.805 eV. For the strongest force on any atom, the calculation gives 0.040 Eh/bohr. The calculation puts the molar mass at 81.1 g mol⁻¹. The calculation puts the total energy at -280.2437 Ha.

=====

Please write out number 6 again, unchanged.
3 unconnected molecules or ions with the total composition C2H10NO3. Source: the OMol25 dataset; level of theory: ωB97M-V with the def2-TZVPD basis set.

Geometry as XYZ:
```
16
Properties=species:S:1:pos:R:3:lowdin_charge:R:1
C 1.14482 -0.74870 -1.81954 -0.182
N -0.18311 -0.14739 -1.84281 -0.135
C -0.40982 0.65740 -0.61118 -0.473
O -0.48216 -0.07354 0.52182 -0.310
H 1.31570 -1.35334 -0.92879 0.063
H 1.27266 -1.39462 -2.69064 0.054
H 1.90794 0.02744 -1.81557 0.065
H -0.83826 -0.92249 -1.72803 0.080
H 0.41170 1.39992 -0.59473 0.097
H -1.32715 1.23925 -0.82692 0.091
H 1.46251 0.59790 2.79048 0.001
H 0.84369 0.17855 1.42880 -0.029
O 1.71334 0.32026 1.90401 -0.140
H -1.59255 0.17030 1.66120 -0.023
H -2.93521 -0.33026 2.20127 -0.006
O -2.30407 0.37933 2.35062 -0.152
```

The calculation puts the energy above the lowest of the compared OMol25 structures with the same formula, charge and spin at 0.9 kcal/mol. Its total charge is -1. Its orbital gap is 8.237 eV. For the strongest force on any atom, the calculation gives 0.010 Eh/bohr. The calculation puts the molar mass at 96.1 g mol⁻¹. The calculation puts the total energy at -362.7059 Ha.